[1]
{
  "formula": "C19H19AlBCaCl2F8LiN3O16S2",
  "method": "ωB97M-V with the def2-TZVPD basis set",
  "species": ["C", "C", "C", "O", "C", "C", "C", "O", "C", "Cl", "C", "C", "C", "O", "Cl", "C", "O", "H", "H", "H", "H", "H", "H", "H", "H", "H", "H", "N", "S", "O", "O", "F", "S", "O", "O", "F", "Li", "F", "C", "C", "C", "C", "C", "C", "H", "H", "H", "H", "H", "O", "C", "C", "O", "H", "H", "H", "H", "Ca", "Al", "B", "F", "F", "F", "F", "N", "O", "O", "O", "F", "N", "O", "O", "O"],
  "xyz": [[3.7948, -3.2535, -1.0043], [5.1479, -2.7743, -1.6704], [4.9293, -2.2376, -3.1165], [4.5974, -0.8544, -3.1097], [3.2946, -0.7883, -2.7311], [2.8486, -0.0650, -1.7080], [1.3393, -0.1033, -1.4303], [0.7216, 0.7962, -0.9999], [0.6519, -1.4530, -1.7219], [-0.6820, -1.9457, -0.7149], [1.1053, -2.1926, -2.7308], [0.6004, -3.5938, -3.1544], [1.1289, -4.6420, -2.1344], [2.1652, -5.1875, -2.3705], [0.2871, -5.1136, -0.6533], [2.2455, -1.5913, -3.5433], [2.3753, -1.7447, -4.7113], [3.6872, -4.3553, -0.9776], [2.9125, -2.8357, -1.5104], [3.8292, -2.9236, 0.0524], [5.8379, -3.6405, -1.7531], [5.6260, -1.9883, -1.0620], [4.1833, -2.8755, -3.6315], [5.8805, -2.3405, -3.6770], [3.5157, 0.5319, -1.0707], [-0.4851, -3.6333, -3.3482], [1.1167, -3.8201, -4.1094], [0.5144, 1.1105, 3.8023], [1.0964, 1.2296, 2.3377], [1.6735, 0.0332, 1.7764], [1.7244, 2.4662, 1.9894], [-0.2640, 1.3316, 1.5413], [1.6399, 0.9098, 4.8691], [1.1578, 0.4824, 6.1223], [2.7121, 1.8854, 4.9221], [2.4426, -0.4296, 4.3517], [3.7771, -6.0402, -1.1106], [-2.6223, 5.3200, 0.5848], [-2.5889, 4.4883, -0.5233], [-3.6448, 4.5185, -1.4113], [-3.6150, 3.6866, -2.5202], [-2.5366, 2.8350, -2.7131], [-1.4840, 2.8172, -1.8059], [-1.5058, 3.6563, -0.7011], [-4.4816, 5.1854, -1.2369], [-4.4340, 3.7034, -3.2333], [-2.5176, 2.1827, -3.5772], [-0.6495, 2.1493, -1.9577], [-0.6925, 3.6632, 0.0151], [-2.9631, -2.6593, 1.3285], [-3.2256, -1.4380, 1.4240], [-3.3049, -1.0110, 3.1193], [-3.6699, 0.1704, 3.1773], [-4.1773, -1.0882, 0.9919], [-2.4993, -0.7246, 0.9974], [-2.2968, -1.2680, 3.4924], [-3.9510, -1.7851, 3.5678], [4.4406, 0.5654, 4.5191], [-4.1864, 5.1622, 2.1940], [-5.7759, 4.2483, -6.0916], [-6.1353, 3.0368, -6.7269], [-6.4350, 5.3287, -6.7182], [-6.1525, 4.1926, -4.7219], [-4.3708, 4.4307, -6.1777], [-6.2676, 2.5598, 4.8928], [-5.2655, 3.2753, 5.1267], [-6.8056, 2.6075, 3.7628], [-6.7188, 1.8150, 5.7707], [3.1766, 3.4478, 6.3651], [4.8123, -3.4558, 6.6421], [4.4728, -4.5559, 6.1843], [4.3718, -2.3973, 6.1082], [5.5785, -3.3823, 7.6085]],
  "forces_ev_per_a": [[1.33, 0.66, 0.70], [-0.80, -0.57, -0.56], [1.78, -1.12, 0.19], [-1.01, -0.63, -0.18], [-0.99, 0.42, 0.20], [-0.65, -0.02, 0.21], [1.49, -1.65, -0.46], [-0.77, 1.46, 0.76], [-0.26, -0.02, 0.42], [0.79, 0.61, -0.59], [-0.07, -0.56, -0.52], [0.21, 0.47, 0.13], [-1.20, 0.31, -0.58], [1.32, -0.93, 0.15], [0.16, 0.51, -0.78], [0.31, 0.41, 1.75], [-0.04, -0.53, -1.35], [0.13, 1.02, -0.01], [0.51, -0.42, 0.56], [-0.46, -0.23, -0.52], [-0.18, 0.58, 0.17], [-0.17, -0.41, -0.27], [0.33, 0.52, 0.13], [-0.56, 0.25, 0.25], [-0.58, -0.06, -0.37], [0.41, 0.03, 0.54], [-0.30, -0.07, 0.57], [1.05, -0.43, 0.20], [-0.96, 0.89, -3.08], [0.37, -0.04, 0.80], [0.42, -0.28, 0.73], [-0.13, -0.20, 0.80], [-2.57, 1.13, 2.38], [-0.40, 0.00, -0.37], [0.42, -1.45, -2.02], [0.90, -1.15, -0.61], [-0.69, -0.12, -0.39], [0.09, 0.32, 0.36], [0.02, -0.91, -1.28], [-0.20, 0.37, 0.43], [-0.13, -0.15, -0.19], [0.09, -0.01, 0.07], [-0.32, 0.11, -0.23], [0.35, 0.16, 0.58], [0.01, 0.01, -0.11], [0.01, 0.10, 0.00], [-0.04, 0.07, -0.01], [-0.06, 0.15, 0.08], [-0.02, -0.03, -0.01], [-0.04, 0.76, 0.94], [0.14, -1.17, -6.34], [-0.06, 0.91, 6.18], [0.16, -0.49, -1.07], [-0.69, -0.26, 1.19], [0.71, 0.12, 1.21], [0.60, 0.33, -1.12], [-0.77, -0.05, -1.03], [-0.19, 0.25, 1.46], [-0.46, -0.54, 0.64], [-0.07, 0.05, -0.29], [0.11, 0.21, 0.18], [0.16, -0.23, 0.18], [0.15, -0.03, -0.02], [-0.20, -0.08, 0.12], [-0.21, -0.15, -0.15], [0.42, 0.41, -0.17], [0.09, 0.15, -0.20], [0.05, 0.04, -0.02], [0.94, 0.30, 0.41], [0.52, -0.56, 0.32], [-0.14, 0.14, -0.20], [-0.14, 1.09, -0.81], [-0.05, 0.21, -0.09]],
  "lowdin_charge": [-0.07, -0.15, -0.19, 0.01, -0.24, 0.12, -0.36, 0.12, -0.46, 0.83, -0.18, -0.06, -0.77, -0.08, 0.74, -0.29, 0.18, -0.01, 0.05, 0.11, 0.11, 0.12, 0.12, 0.14, 0.15, 0.14, 0.13, -0.24, 0.47, -0.31, -0.26, -0.17, 0.51, -0.18, -0.50, -0.35, 0.85, -0.19, -0.29, -0.02, -0.03, -0.05, -0.06, -0.01, 0.12, 0.11, 0.11, 0.08, 0.12, -0.04, -0.32, -0.27, 0.09, 0.13, 0.09, 0.13, 0.13, 1.70, 1.06, -1.22, 0.06, 0.07, 0.05, 0.05, -0.66, -0.14, -0.12, -0.06, -0.73, -0.65, -0.06, -0.16, -0.04],
  "fmax_ev_per_a": 6.45,
  "charge": -1,
  "orbital_gap_ha": 0.1161
}

---

[2]
{
  "formula": "C3H7NS",
  "method": "ωB97M-V with the def2-TZVPD basis set",
  "species": ["C", "C", "C", "H", "H", "H", "H", "H", "H", "H", "N", "S"],
  "xyz": [[2.2069, 0.8277, 0.1787], [-1.2463, -0.2180, 0.2401], [-2.7406, 0.3293, 0.0852], [2.1368, 1.3004, -0.7952], [3.1536, 0.3849, 0.3960], [1.8127, 1.4360, 0.9237], [-1.1456, -1.1883, 0.8659], [-3.1181, 0.4552, 1.0731], [-2.8405, 1.3423, -0.4289], [-3.3943, -0.3510, -0.4961], [-0.4104, 0.1500, -0.5710], [1.0593, -0.6290, -0.0353]],
  "forces_ev_per_a": [[-1.65, -1.80, -2.05], [-6.35, -1.87, 0.65], [1.23, 0.48, -1.00], [0.57, 0.34, 0.05], [0.67, -0.01, 0.10], [-0.35, 1.10, 1.41], [-0.02, 1.93, -0.23], [-0.60, -0.06, 0.78], [0.70, -1.32, 0.59], [0.51, 0.04, 0.50], [3.55, 1.20, -0.34], [1.76, -0.01, -0.49]],
  "lowdin_charge": [-0.34, -0.41, -0.07, 0.02, 0.02, 0.00, 0.10, 0.03, 0.09, 0.07, -0.28, 0.77],
  "fmax_ev_per_a": 6.65,
  "de_lowest_ev": 1.616,
  "orbital_gap_ha": 0.3467
}

---

[3]
{
  "formula": "C24H24MnN4O8S",
  "method": "ωB97M-V with the def2-TZVPD basis set",
  "species": ["Mn", "O", "C", "C", "N", "C", "C", "O", "O", "C", "C", "O", "O", "H", "H", "H", "H", "H", "H", "H", "H", "H", "C", "C", "C", "C", "C", "C", "H", "H", "H", "H", "H", "N", "C", "C", "C", "C", "C", "C", "S", "O", "O", "O", "H", "H", "H", "H", "H", "H", "N", "C", "C", "C", "C", "N", "C", "C", "H", "H", "H", "H"],
  "xyz": [[-0.1033, 0.0190, -0.6825], [0.0821, 1.4471, 1.1629], [1.0679, 2.4788, 0.9783], [2.3507, 1.8317, 0.4670], [2.1062, 1.0341, -0.7389], [1.9948, 1.8380, -1.9436], [0.5162, 2.3081, -2.1170], [0.2072, 3.3106, -2.6872], [-0.2859, 1.4446, -1.5558], [2.9709, -0.1345, -0.7540], [2.2741, -1.1801, 0.1741], [2.8366, -1.8998, 0.9538], [0.9837, -1.1087, 0.0016], [-0.7474, 1.8772, 1.4188], [0.7066, 3.2236, 0.2617], [1.2568, 2.9666, 1.9418], [3.0959, 2.6125, 0.2725], [2.7380, 1.1685, 1.2453], [2.6375, 2.7251, -1.9450], [2.2209, 1.2330, -2.8245], [3.0377, -0.5621, -1.7570], [3.9841, 0.0601, -0.3860], [-4.2649, -1.6554, 0.9502], [-3.3837, -2.5131, 0.3131], [-2.1827, -2.0305, -0.1892], [-1.8569, -0.6803, -0.0697], [-2.7647, 0.1778, 0.5462], [-3.9553, -0.3117, 1.0686], [-5.1998, -2.0299, 1.3366], [-3.6294, -3.5565, 0.1899], [-1.5046, -2.7234, -0.6749], [-2.5917, 1.2492, 0.5896], [-4.6423, 0.3672, 1.5508], [0.3649, -1.1763, 2.8584], [0.7552, -1.2732, 4.1249], [0.7614, -2.5296, 4.7904], [1.1037, -2.6310, 6.1056], [1.5358, -1.4751, 6.7969], [1.4908, -0.2070, 6.1701], [1.1325, -0.1162, 4.8585], [3.1215, -1.7374, 7.7946], [3.9428, -0.5993, 7.8556], [3.6025, -3.0553, 7.8008], [1.6563, -1.5355, 8.2582], [0.1228, -1.9978, 2.3236], [0.3290, -0.2778, 2.3914], [0.4604, -3.4061, 4.2383], [1.0552, -3.5737, 6.6318], [1.7433, 0.6666, 6.7493], [1.1085, 0.8448, 4.3679], [-0.6865, -2.7220, -7.4888], [-0.6344, -2.3800, -6.3998], [-0.5641, -1.9396, -5.0511], [0.4491, -2.3894, -4.2031], [0.5067, -1.8981, -2.9135], [-0.3570, -0.9910, -2.4377], [-1.3580, -0.5935, -3.2385], [-1.4965, -1.0353, -4.5398], [1.1752, -3.1070, -4.5472], [1.2698, -2.2579, -2.2333], [-2.0766, 0.1051, -2.8225], [-2.3155, -0.6820, -5.1434]],
  "forces_ev_per_a": [[-1.22, -0.11, 0.53], [-0.13, -0.52, -0.27], [0.59, 0.34, -0.15], [-0.53, 0.12, 0.41], [0.01, -0.13, -0.31], [-0.48, 0.37, -0.24], [2.54, 1.51, -0.99], [-0.34, -0.65, 0.36], [-2.11, 0.48, -0.24], [-0.03, -0.52, 0.38], [2.54, 0.48, 0.02], [-0.59, 0.24, -0.46], [-0.92, -1.70, 0.76], [-0.01, -0.23, -0.08], [-0.09, -0.04, 0.17], [-0.01, 0.00, -0.24], [-0.04, -0.09, 0.09], [0.04, 0.05, -0.06], [-0.04, -0.15, -0.04], [0.08, 0.03, 0.04], [-0.02, 0.08, 0.02], [-0.14, -0.05, -0.07], [-0.05, 0.02, 0.02], [0.15, 0.07, -0.05], [0.32, -0.10, -0.20], [0.14, 0.05, -0.02], [0.24, 0.33, 0.04], [0.05, 0.05, -0.08], [-0.09, -0.04, 0.05], [0.00, -0.11, 0.03], [0.00, 0.02, 0.01], [0.02, -0.02, 0.01], [-0.07, 0.06, 0.00], [0.16, 0.01, 0.63], [-0.24, -0.03, -0.35], [0.14, -0.49, 0.54], [-0.69, -0.41, -0.89], [1.16, -0.20, -0.29], [-0.59, 0.64, -0.79], [0.27, 0.34, 0.67], [-0.37, 0.18, -1.34], [0.26, 0.57, 0.39], [0.04, -0.69, 0.35], [-0.36, 0.03, 1.26], [0.04, 0.09, -0.01], [0.00, -0.14, 0.02], [-0.01, -0.14, -0.01], [0.05, -0.08, -0.02], [0.07, 0.15, 0.03], [0.04, 0.11, 0.00], [-0.02, -0.20, -0.59], [-0.04, 0.01, 0.10], [0.07, 0.34, 0.81], [-0.24, 0.11, 0.00], [0.27, -0.17, 0.07], [0.14, 0.14, 0.11], [-0.27, 0.12, -0.06], [0.18, -0.19, 0.09], [0.09, -0.08, 0.01], [-0.05, 0.09, -0.04], [0.17, -0.05, -0.04], [-0.09, 0.07, -0.07]],
  "lowdin_charge": [0.85, -0.10, -0.14, -0.11, -0.18, -0.03, -0.52, 0.18, -0.10, -0.04, -0.54, 0.15, -0.13, 0.12, 0.14, 0.14, 0.15, 0.14, 0.15, 0.15, 0.14, 0.15, -0.05, -0.05, -0.09, -0.18, -0.09, -0.05, 0.12, 0.12, 0.11, 0.10, 0.12, 0.23, -0.23, 0.04, 0.05, -0.38, 0.04, 0.03, 0.78, -0.16, -0.15, -0.07, 0.13, 0.09, 0.13, 0.15, 0.15, 0.12, 0.23, -0.14, -0.17, 0.04, -0.06, 0.00, -0.06, 0.05, 0.14, 0.12, 0.14, 0.14],
  "s_squared": 0.803,
  "spin_multiplicity": 2,
  "fmax_ev_per_a": 3.12,
  "charge": 2,
  "orbital_gap_ha": [0.2643, 0.2817]
}